(1)
A structure of composition C23H47AuNO2S2Si2, computed with ωB97M-V/def2-TZVPD.

```
78
Properties=species:S:1:pos:R:3:mulliken_charge:R:1
O -1.09759 -2.43016 -1.29314 0.04
O -2.36489 -0.80299 -2.34567 0.50
C -0.28955 -3.59949 -1.61573 -0.49
C 0.74570 -3.95762 -0.56254 -1.38
H 0.22809 -3.37927 -2.55878 0.47
H -0.93315 -4.47973 -1.79382 0.45
H 1.38475 -3.11220 -0.27553 0.23
H 1.40963 -4.73718 -0.96515 0.46
H 0.31804 -4.38778 0.35310 0.33
C -1.76125 -2.53848 -0.00605 0.31
C -2.83785 -3.59387 -0.04103 -1.54
H -2.17067 -1.54429 0.19814 0.10
H -0.97152 -2.70351 0.73072 -0.16
H -3.50976 -3.45843 -0.91004 0.26
H -3.43741 -3.52855 0.88040 0.43
H -2.36449 -4.58621 -0.09349 0.38
C -3.60059 0.16755 -2.17502 -0.04
C -2.20747 -1.31789 -3.70459 -0.39
C -4.12935 0.01312 -0.78309 -1.21
H -4.32568 -0.14412 -2.93263 0.45
H -3.27795 1.20614 -2.37538 0.19
H -4.38591 -1.02993 -0.56694 0.28
H -5.05048 0.59200 -0.62508 0.48
H -3.42301 0.36325 -0.02585 0.20
C -3.08621 -2.55020 -3.75304 -0.97
H -1.13774 -1.56514 -3.79941 0.05
H -2.47688 -0.53872 -4.42586 0.51
H -2.77435 -3.30527 -3.01740 0.15
H -3.01015 -3.00490 -4.73817 0.46
H -4.13776 -2.28846 -3.57994 0.32
H -2.23650 -1.73749 -1.87863 -0.02
Au 1.27374 1.26390 1.11048 1.19
C 0.29816 0.75629 -0.56401 -0.31
Si 0.65771 1.21741 -2.39406 0.60
H -0.77253 0.89867 -0.40601 0.10
H 0.37946 -0.35964 -0.53818 -0.58
C 1.65811 -0.14056 -3.25661 -0.94
C 1.63107 2.77247 -2.03967 -1.01
C -0.69474 1.74499 -3.57735 -1.20
C 3.17772 1.50956 0.36213 -1.08
Si 4.22915 1.01268 1.82135 0.27
H 3.27410 2.55326 0.05792 0.59
H 3.28485 0.88155 -0.52727 0.16
C 5.93236 1.71337 1.48546 -1.17
C 4.26644 -0.85119 1.93707 -0.86
C 3.55940 1.72881 3.42311 -0.93
H -0.29602 2.62231 -4.10230 0.53
H -1.62012 2.05975 -3.09501 0.23
H -0.94660 1.01633 -4.35131 0.24
H 2.67271 -0.18958 -2.83069 0.41
H 1.75715 0.10557 -4.32803 0.32
H 1.19320 -1.13886 -3.18377 0.07
H 2.70639 2.53716 -2.07473 0.25
H 1.34775 3.09977 -1.02330 0.12
H 1.35244 3.53905 -2.78228 0.49
H 4.38498 -1.29872 0.94196 0.27
H 3.34185 -1.25157 2.37104 0.14
H 5.11116 -1.18480 2.55395 0.36
H 3.48312 0.95244 4.19512 0.28
H 2.55903 2.16403 3.29057 0.17
H 4.22751 2.51263 3.80142 0.38
H 6.45879 1.93583 2.42114 0.34
H 5.86751 2.63949 0.90210 0.31
H 6.53841 0.99979 0.91542 0.32
S 0.43607 -1.63298 2.46834 -0.12
C -0.42051 -0.29712 2.96905 0.28
N -0.23804 0.98861 2.56896 0.06
C -0.82479 1.95444 3.38333 -0.28
C -0.61161 3.33805 3.31678 -0.55
C -1.08957 4.13551 4.35512 -0.62
C -1.79584 3.57327 5.43335 -0.46
C -2.03433 2.19295 5.48988 -0.55
C -1.53657 1.39041 4.46636 0.92
S -1.56198 -0.35788 4.33519 -0.17
H -0.04881 3.73452 2.47524 0.41
H -0.91105 5.21102 4.34991 0.39
H -2.15895 4.20787 6.24891 0.38
H -2.58633 1.71891 6.30357 0.39
```

Results
Kohn-Sham gap (spin up / spin down) (eV): 5.568 / 4.933
HOMO level (spin up / spin down) (eV): -8.0 / -10.6
E (eV): -71306.9475
⟨S²⟩: 2.044
2S+1: 3
Lowest unoccupied orbital energy (spin up / spin down) (eV): -2.4 / -5.7
Charge: +1

=====

(2)
A cluster of 3 separate species, C23H47N2O6S in total, computed with ωB97M-V/def2-TZVPD.

```
79
Properties=species:S:1:pos:R:3:mulliken_charge:R:1
C 0.12192 2.83913 3.39066 -0.92
C 0.50428 4.15329 2.69092 -0.50
S 0.37900 5.59372 3.77599 -0.18
C -1.05085 6.55028 3.11904 -0.22
N -2.12781 6.52087 4.04098 -0.66
C -3.00578 7.60193 3.78364 -0.96
C -3.97324 7.35427 2.58019 -0.65
C -5.02744 6.36702 3.02818 -0.57
C -5.87709 5.81144 1.88107 -0.67
N -6.33147 4.42895 2.15136 0.27
C -6.20890 3.34320 1.34269 -0.34
C -6.73775 2.29554 2.00178 -0.54
C -7.19761 2.73812 3.23908 -0.61
C -6.92752 4.06763 3.29194 -0.31
H 1.02898 2.39498 3.79584 0.13
H -0.25535 2.12708 2.65837 0.26
H -0.62262 2.98174 4.16330 0.43
H 1.52886 4.06620 2.33418 0.28
H -0.12856 4.26720 1.81367 0.29
H -1.30166 6.09137 2.14039 -0.03
H -0.70656 7.59437 2.98386 0.26
H -3.66642 7.69694 4.65761 0.46
H -2.50172 8.59124 3.66923 0.42
H -4.41474 8.30470 2.25637 0.38
H -3.39660 6.97310 1.73796 0.31
H -4.48304 5.53634 3.46643 0.48
H -5.67977 6.84187 3.75568 0.16
H -5.33338 5.78476 0.94193 0.37
H -6.78286 6.39366 1.72909 0.20
H -5.74032 3.40716 0.38251 0.33
H -6.78891 1.27975 1.65196 0.39
H -7.66358 2.15246 4.00238 0.41
H -7.11769 4.72852 4.11010 0.33
C 0.33993 -2.37400 -0.70411 -0.74
O 1.42644 -2.19135 0.17539 -0.27
C 2.64371 -2.74543 -0.29122 0.02
C 3.82767 -1.86912 0.05850 -0.37
O 3.92665 -0.66335 -0.68404 -0.46
C 2.98109 0.37391 -0.45076 -0.44
C 3.12362 1.09435 0.87275 -0.29
O 2.72267 0.26503 1.95314 -0.26
C 3.56886 0.36161 3.07732 -0.90
H -0.04235 -3.39968 -0.64667 0.31
H -0.44843 -1.68588 -0.40186 0.28
H 0.62033 -2.14659 -1.73907 0.27
H 2.61531 -2.89575 -1.37502 -0.21
H 2.77331 -3.72677 0.18511 0.42
H 4.72817 -2.43188 -0.20359 0.45
H 3.87477 -1.68041 1.13197 0.11
H 1.96048 0.01916 -0.59813 0.14
H 3.17541 1.10936 -1.23581 0.41
H 2.47503 1.97903 0.86558 0.18
H 4.16302 1.41883 0.99220 0.38
H 4.62334 0.28571 2.78654 0.40
H 3.33664 -0.46774 3.74447 0.24
H 3.40135 1.30382 3.60994 0.32
C 3.23874 -3.48709 -4.06749 -0.93
O 2.41199 -4.62334 -3.92597 -0.24
C 1.35920 -4.69131 -4.87150 -0.57
C 1.09936 -6.11369 -5.31914 -0.34
O 2.09122 -6.67176 -6.16927 -0.46
C 3.36635 -6.98311 -5.62960 -0.28
C 3.39683 -8.17379 -4.69397 -0.55
O 2.77656 -7.88690 -3.45128 -0.25
C 1.97710 -8.93737 -2.95547 -0.82
H 2.74365 -2.59854 -3.66148 0.37
H 4.15313 -3.67035 -3.50440 0.25
H 3.50708 -3.31248 -5.11486 0.41
H 1.57964 -4.07234 -5.74827 0.38
H 0.44762 -4.30258 -4.39790 0.34
H 0.19111 -6.09544 -5.92667 0.41
H 0.89597 -6.76338 -4.46678 0.13
H 3.82858 -6.10815 -5.17069 0.09
H 3.97868 -7.24537 -6.49654 0.40
H 4.44465 -8.43430 -4.49639 0.37
H 2.90901 -9.02280 -5.18506 0.35
H 1.30621 -9.32869 -3.72835 0.37
H 1.36962 -8.53660 -2.14528 0.23
H 2.59689 -9.75231 -2.56466 0.33
```

Results
Kohn-Sham gap (eV): 3.869
HOMO level (eV): -2.0
E (eV): -50708.6926
Lowest unoccupied orbital energy (eV): 1.9
Charge: -1

=====

(3)
A cluster of 2 separate species, C23H48B2F6N2O7P3S in total, computed with ωB97M-V/def2-TZVPD.

```
92
Properties=species:S:1:pos:R:3:mulliken_charge:R:1
C 4.02420 -2.53045 -1.63107 -0.67
C 2.83827 -2.27942 -1.55416 -1.67
C 1.33715 -2.13409 -1.49076 3.00
C 0.87367 -3.29771 -0.57399 -1.78
C -0.57366 -3.82665 -0.74537 -0.80
C -0.66346 -5.17789 -1.48677 -0.76
S -2.33414 -5.88582 -1.12638 -0.27
O 1.02711 -0.79705 -1.31139 -0.43
C 0.24652 -0.14412 -0.31788 -0.40
O 0.11238 -0.72174 0.95212 0.03
C -0.97081 -1.53719 1.32274 -0.66
C -1.59704 -1.22027 2.71137 1.42
C -1.82493 -2.57359 3.44414 -2.20
C -2.91683 -0.39234 2.61190 -1.09
C -4.21846 -1.08694 3.03904 0.74
C -4.69516 -2.09427 1.95591 -1.57
C -5.32627 0.03861 3.08001 -1.43
P -1.39010 0.15215 -1.25116 0.12
N -1.25391 1.12112 -2.45610 -0.64
C 0.95568 1.24530 0.01183 -0.06
B -0.26792 2.18033 0.54898 0.64
C -0.74587 2.20602 2.06929 -1.19
O -0.94433 3.04920 -0.27363 -0.49
B 1.62748 2.06000 -1.19935 0.67
O 1.69737 3.43989 -0.98483 -0.63
C 2.34491 1.60478 -2.54277 0.38
C 1.49111 1.86280 -3.82785 -1.23
N 2.01279 1.06891 1.05126 2.01
C 3.01730 0.11165 0.80020 0.00
C 4.25966 0.33565 0.20329 -1.65
C 2.50497 2.24216 1.75051 -1.15
C 2.27656 2.18311 3.30609 -0.64
C 2.21930 0.75945 3.87503 -0.61
P 0.86429 -2.60041 -3.25134 0.78
O -0.55181 -2.47090 -3.55731 -0.71
O 1.49253 -4.05612 -3.59089 -0.60
O 1.67123 -1.56607 -4.18876 -0.60
H 5.04458 -2.81380 -1.69221 0.58
H 1.52842 -4.14038 -0.81830 0.88
H 1.14075 -3.04921 0.45779 0.58
H -1.27735 -3.11847 -1.18283 0.28
H -0.94981 -4.04477 0.25893 0.63
H 0.06337 -5.88898 -1.09574 0.46
H -0.63199 -5.06362 -2.56689 0.28
H -3.08939 -4.78302 -1.33318 0.13
H -1.82185 -1.68235 0.64481 0.49
H -0.58344 -2.55488 1.47261 -0.36
H -0.87178 -0.70967 3.35023 -0.26
H -2.47184 -3.25471 2.89328 0.24
H -2.15730 -2.37257 4.46337 0.49
H -0.83650 -3.04194 3.53692 0.62
H -2.79234 0.46993 3.27646 0.40
H -3.07936 0.00674 1.60544 -0.01
H -4.21446 -1.50841 4.04336 0.45
H -5.47685 -2.76477 2.32089 0.31
H -3.87416 -2.63544 1.47850 0.20
H -5.15998 -1.48931 1.16818 0.48
H -5.60060 0.21177 4.12668 0.34
H -4.89163 0.98783 2.75271 0.36
H -6.20189 -0.20910 2.48266 0.39
H -2.39546 0.51205 -0.30777 -0.05
H -1.79840 -1.13759 -1.69348 0.01
H -1.45455 0.66485 -3.33809 0.31
H -0.27727 1.44284 2.69168 0.18
H -1.83162 2.26058 2.15450 0.25
H -0.37157 3.17353 2.44694 0.44
H -0.59279 3.94777 -0.21578 0.33
H 2.60536 3.68524 -1.19883 0.24
H 2.74119 0.57951 -2.52414 -0.51
H 3.24149 2.23140 -2.68405 0.51
H 2.16525 1.99442 -4.67714 0.45
H 0.79299 1.05364 -4.02692 0.13
H 0.93003 2.78144 -3.64791 0.15
H 2.76016 -0.92457 1.08868 0.20
H 5.17023 0.41205 0.79829 0.27
H 4.33581 0.44149 -0.87898 0.26
H 3.58981 2.32309 1.68326 0.74
H 2.14917 3.22453 1.42789 0.15
H 1.38989 2.73945 3.61671 0.29
H 3.12721 2.67847 3.78889 0.47
H 1.24588 0.27377 3.77907 -0.18
H 2.41938 0.82800 4.95407 0.46
H 2.99067 0.09583 3.47640 0.26
H 2.45467 -3.94820 -3.52076 0.41
H 2.62577 -1.62988 -4.03735 0.40
F -0.31285 4.88430 -4.15475 -0.32
P 0.30377 6.35694 -3.76057 1.00
F 1.15700 6.22034 -5.16460 -0.36
F 1.54955 5.51466 -3.07984 -0.28
F -0.08438 7.75569 -4.53983 -0.33
F 0.74830 7.33992 -2.51183 -0.37
F -1.20549 6.43756 -3.10815 -0.34
```

Results
Kohn-Sham gap (eV): 6.929
HOMO level (eV): -5.3
E (eV): -98303.1800
Lowest unoccupied orbital energy (eV): 1.6
Charge: -1